No. 1
DFT (the ωB97M-V functional and the def2-TZVPD basis) results for 2 unconnected molecules or ions with the total composition C3H10OS at a distorted geometry.

Each line ends with the Mulliken charge.
Geometry (Å):
C 0.0340 -0.5137 0.1523  -0.273
H 0.8973 0.1821 -0.1775  0.272
C 0.6602 -1.9162 0.2112  -1.374
C -0.4984 -0.1010 1.4785  -0.516
H -0.6182 2.1947 0.2809  0.040
H 1.4925 -2.0268 0.8950  0.367
H -0.3612 2.8838 -2.0635  0.321
H 0.1653 -0.1935 2.3447  0.330
S -0.8532 1.7329 1.4978  -0.234
O 0.2188 2.1272 -2.2386  -0.625
H -0.0859 -2.7123 0.3439  0.328
H -1.3585 -0.6750 1.7121  0.377
H -0.6228 -0.4711 -0.7209  0.312
H -0.2129 1.6904 -2.9827  0.314
H 1.1431 -2.2016 -0.7333  0.361

Values from the calculation:
Total energy ... -16155.3791 eV
SMILES ... CCCS.O
Multiplicity ... 1



No. 2
DFT (the ωB97M-V functional and the def2-TZVPD basis) results for 2 unconnected molecules or ions with the total composition C3H10OS at a distorted geometry.

Each line ends with the Mulliken charge.
Geometry (Å):
S -1.4263 -0.9779 0.8411  0.355
H -0.9581 0.1893 -2.5979  0.313
H -2.6340 -0.5146 -1.1651  0.365
H -0.2492 1.2871 -1.3890  0.347
H 0.4546 -0.7018 2.2620  0.398
H 2.6192 -1.0119 0.6731  0.322
H -0.4606 0.7345 1.8983  0.375
C -0.6656 0.2918 -1.5418  -1.129
H 0.1645 -0.4138 -1.4153  0.375
H -2.2803 0.9007 -0.1828  0.390
C 0.0327 -0.1505 1.4432  -0.612
O 3.2931 -0.3397 0.7577  -0.619
C -1.8507 -0.0048 -0.6058  -0.283
H 3.3028 0.5504 0.3926  0.322
H 0.6578 0.1613 0.6297  0.080

Values from the calculation:
Total energy ... -16146.6738 eV
Multiplicity ... 2
Charge ... +1



No. 3
DFT (the ωB97M-V functional and the def2-TZVPD basis) results for 3 unconnected molecules or ions with the total composition C3H10OS2 at a distorted geometry.

Each line ends with the Mulliken charge.
Geometry (Å):
H -0.2457 1.7928 0.6154  0.212
H 0.2421 2.7302 1.7879  0.279
C -2.0766 0.3678 -0.3873  -0.592
H 2.2783 -1.6013 -1.2361  0.382
H 0.6608 -0.1452 0.8592  -0.254
H 1.8937 -1.2630 1.0999  0.363
S -0.2084 -2.3015 0.9706  -0.052
O 0.2897 1.8323 1.4254  -0.640
S -0.9107 1.1607 -1.4383  -0.148
H -2.8797 1.1074 -0.2582  0.335
H -2.5259 -0.5731 -0.7368  0.263
C 1.0224 -1.1356 0.4508  0.237
H 1.8564 0.1052 -1.0183  0.298
C 1.4634 -0.9083 -0.9776  -1.105
H 0.7234 -1.1796 -1.7259  0.329
H -1.5834 0.0112 0.5694  0.092

Values from the calculation:
Total energy ... -26986.3671 eV
Multiplicity ... 1



No. 4
DFT (the ωB97M-V functional and the def2-TZVPD basis) results for a molecular structure, C3H10OSi2 at a distorted geometry.

Each line ends with the Mulliken charge.
Geometry (Å):
O -0.6182 -0.1027 1.5637  -0.292
H -0.4765 2.0105 -0.1460  -0.088
H 2.8436 0.5106 0.6269  0.342
H 1.9302 -0.5713 -2.8202  0.273
C 0.1381 -0.1647 -1.7541  -0.156
H -2.1141 -1.9131 2.3134  -0.152
H 1.7122 0.1817 1.8467  0.299
H 1.8459 1.8767 1.3793  0.277
H 0.3803 -1.4237 -3.4897  0.209
Si 0.3698 0.8867 -0.2068  0.623
Si -2.1197 -0.6068 1.6393  0.271
H -2.6426 -0.7862 0.3053  -0.227
C 0.8913 -0.7792 -2.6480  -0.467
H -3.0198 0.4217 2.2230  -0.155
H -0.9778 -0.4214 -1.8274  0.150
C 1.8571 0.8812 0.9946  -0.907

Values from the calculation:
Total energy ... -21074.3372 eV
Multiplicity ... 1



No. 5
DFT (the ωB97M-V functional and the def2-TZVPD basis) results for 2 unconnected molecules or ions with the total composition C3H10S at a distorted geometry.

Each line ends with the Mulliken charge.
Geometry (Å):
C 0.4165 -0.7149 1.1815  -0.952
H -0.2980 1.8208 0.9832  0.235
H 1.0682 0.2627 -3.3465  0.151
H -1.7485 1.8984 0.1619  0.345
H 0.7345 -1.6384 0.5436  0.249
C -0.8656 -0.1009 0.4119  -0.218
H -1.7266 1.2211 1.9763  0.230
H 2.1271 -1.6080 -3.0280  0.156
C -1.2738 1.2555 0.8862  -0.923
H 0.3186 -1.0632 2.2401  0.309
S 2.2571 -0.2842 -2.9408  -0.323
H -0.5788 -0.2406 -0.6101  0.203
H 1.2926 0.0067 1.0992  0.258
H -1.7233 -0.8150 0.4415  0.280

Values from the calculation:
Total energy ... -14107.3839 eV
SMILES ... CCC.S
Multiplicity ... 1



No. 6
DFT (the ωB97M-V functional and the def2-TZVPD basis) results for 2 unconnected molecules or ions with the total composition C3H10S.

Each line ends with the Mulliken charge.
Geometry (Å):
H -0.5223 0.5637 0.7073  0.154
H -0.5162 0.7092 3.1476  0.266
H 2.0928 -2.1813 -3.8036  0.109
S 2.3385 -0.8720 -3.8966  -0.212
H -1.3360 -0.7893 2.7985  0.278
C -1.4681 0.7516 1.2168  -0.681
H -2.2657 0.2672 0.6415  0.276
C -1.4060 0.2939 2.6654  -0.835
H 2.7053 -0.1253 -1.6254  0.332
H -2.2523 0.6723 3.2341  0.270
H -1.6750 1.8195 1.1521  0.274
C 1.8382 -0.3842 -2.2292  -0.736
H 1.1631 0.4645 -2.2853  0.236
H 1.3038 -1.1899 -1.7233  0.268

Values from the calculation:
Total energy ... -14108.0934 eV
SMILES ... CC.CS
Multiplicity ... 1



No. 7
DFT (the ωB97M-V functional and the def2-TZVPD basis) results for 2 unconnected molecules or ions with the total composition C3H10S at a distorted geometry.

Each line ends with the Mulliken charge.
Geometry (Å):
H 0.6552 1.1535 -2.2961  0.277
H 0.9993 2.8349 -2.0210  0.329
H 0.5118 2.0257 -0.7812  0.158
C 2.5677 1.3857 -1.2125  -0.750
H -0.5145 -2.0000 0.0825  0.112
H -1.3106 -0.1439 2.6987  0.310
H 3.3594 2.1210 -1.3706  0.272
S -1.6638 -1.4521 0.5341  -0.192
C 1.1960 1.8272 -1.6305  -0.780
H 2.8524 0.4362 -1.7049  0.262
H 0.1207 -0.9837 2.1541  0.282
H 2.5249 1.0005 -0.1933  0.233
H -0.6752 0.4492 1.2286  0.130
C -0.7717 -0.4847 1.7882  -0.644

Values from the calculation:
Total energy ... -14107.4000 eV
SMILES ... CC.CS
Multiplicity ... 1



No. 8
DFT (the ωB97M-V functional and the def2-TZVPD basis) results for 2 unconnected molecules or ions with the total composition C3H10S2 at a distorted geometry.

Each line ends with the Mulliken charge.
Geometry (Å):
H 3.0699 -0.8189 1.0275  0.382
C 2.1698 -0.2181 0.9211  -0.916
H 1.6981 -0.2981 -1.7717  0.236
S -1.6875 0.4198 0.9300  -0.399
S -1.7466 -1.0054 -0.6528  -0.502
H -2.8420 0.2655 1.5658  -0.048
C 2.4169 0.5079 -1.4530  -0.981
H 1.1116 1.4496 -0.0807  0.104
H 1.9386 0.2395 1.8920  0.224
C 2.1640 0.8738 -0.0290  -0.117
H -0.5354 -0.5685 -1.0973  -0.055
H 1.3154 -0.9864 0.5867  0.175
H 2.2595 1.4314 -2.0015  0.288
H 2.9218 1.6129 0.3118  0.326
H 3.5042 0.0604 -1.5035  0.282

Values from the calculation:
Total energy ... -24942.3248 eV
Multiplicity ... 2
Charge ... -1



No. 9
DFT (the ωB97M-V functional and the def2-TZVPD basis) results for 2 unconnected molecules or ions with the total composition C3H10S2.

Each line ends with the Mulliken charge.
Geometry (Å):
H -3.5716 0.7019 -4.0408  0.272
S 2.1115 -1.0090 0.6590  -0.047
C -4.2384 1.4894 -2.1355  -0.769
S 0.3860 -0.7046 1.7593  -0.208
H -4.9680 2.2146 -2.5009  0.260
H -4.7604 0.5605 -1.9247  0.266
H 2.8177 1.0528 -0.2663  0.279
H -2.3501 0.6415 -2.8091  0.244
H 2.4424 1.2707 1.4522  0.291
C -3.1729 1.2595 -3.1995  -0.804
C 2.9008 0.6212 0.7225  -0.734
H -3.7968 1.8500 -1.2053  0.254
H -0.1719 0.1263 0.8763  0.153
H -2.7299 2.1830 -3.5618  0.277
H 3.9539 0.4496 0.9694  0.266

Values from the calculation:
Total energy ... -24943.4434 eV
SMILES ... CSS.CC
Multiplicity ... 1



No. 10
DFT (the ωB97M-V functional and the def2-TZVPD basis) results for 2 unconnected molecules or ions with the total composition C3H10S2 at a distorted geometry.

Each line ends with the Mulliken charge.
Geometry (Å):
C -0.3502 -1.8232 -0.8928  -1.124
H -3.1481 -2.4806 -0.6450  0.301
H -0.5804 -2.4341 -1.7699  0.300
H -1.3217 -2.9972 0.6369  0.312
C -2.7682 -1.5658 -0.2093  -1.013
H -3.2866 -1.0409 0.5937  0.308
H -0.2204 -0.7528 -1.0590  0.320
H -1.0273 -1.2773 1.0282  0.246
H 4.6088 3.5304 1.6536  0.153
C -1.3480 -1.9814 0.2611  -0.273
H -2.7139 -0.7534 -0.9390  0.289
H 2.6085 5.3729 0.4917  0.155
S 3.7988 5.9722 0.6649  -0.148
H 0.6393 -2.2163 -0.6211  0.333
S 5.1094 4.4475 0.8061  -0.160

Values from the calculation:
Total energy ... -24942.8835 eV
SMILES ... CCC.SS
Multiplicity ... 1



No. 11
DFT (the ωB97M-V functional and the def2-TZVPD basis) results for 2 unconnected molecules or ions with the total composition C3H10S2.

Each line ends with the Mulliken charge.
Geometry (Å):
C -0.4275 -1.2686 1.6576  -0.677
H -0.3053 -0.2317 1.3454  0.156
H 2.9402 2.3883 -1.2615  0.290
H 1.5266 2.7304 -2.2923  0.290
H -0.7840 -1.2985 2.6866  0.310
H -1.0942 -1.7668 -0.3271  0.192
S -0.5394 0.6302 -1.8903  -0.247
H -1.4264 -3.0417 0.8381  0.312
C 1.8522 2.3751 -1.3181  -0.770
S 1.3645 0.6414 -1.1403  -0.019
H 1.4190 2.9794 -0.5259  0.265
H -2.4184 -1.5912 0.7998  0.259
C -1.3968 -1.9609 0.6996  -0.753
H -1.2640 1.1549 -0.8804  0.155
H 0.5537 -1.7403 1.6088  0.235

Values from the calculation:
Total energy ... -24943.5953 eV
SMILES ... CSS.CC
Multiplicity ... 1



No. 12
DFT (the ωB97M-V functional and the def2-TZVPD basis) results for 2 unconnected molecules or ions with the total composition C3H10S2 at a distorted geometry.

Each line ends with the Mulliken charge.
Geometry (Å):
H 1.7389 0.2822 -1.3294  0.366
H -1.1871 0.1589 -0.4372  0.027
H 1.2897 -1.4291 -1.8904  0.357
H 1.5871 0.9602 1.7820  0.333
H -4.4218 -0.0167 0.1982  0.306
S 1.2606 -1.0068 0.4777  0.313
C 1.8588 -0.7973 -1.2312  -0.841
H -3.2418 0.8553 0.9833  0.294
C 2.2233 0.1849 1.3378  -0.756
C -3.5181 0.5531 -0.0243  -0.763
H 2.9086 0.7035 0.6764  0.336
H -3.8509 1.3664 -0.6623  0.305
H 2.9240 -1.0210 -1.1802  0.393
S -2.2961 -0.4567 -0.8540  -0.017
H 2.7247 -0.3371 2.1537  0.349

Values from the calculation:
Total energy ... -24934.5868 eV
Multiplicity ... 2
Charge ... +1